Molecular formula: C4H13N2O
Method: DFT, ωB97M-V/def2-TZVPD

Calculated values
charge = +1
energy relative to the best compared isomer or geometry (same formula, charge and spin) = 65.49 kcal per mole
HOMO level = -14.6 eV
gap between HOMO and LUMO = 11.614 eV

Last column: Mulliken charge in e.
Atoms and positions in Å:
N 0.74263 0.96972 -1.09823  -0.3443
C 0.07579 0.29571 0.12454  -0.2046
C 0.01922 -1.24456 0.08631  0.3787
C 0.84542 -2.03459 1.10568  -1.3780
O 0.56064 -1.61992 -1.22204  -0.5894
C -1.23794 1.06279 0.09928  -0.6979
N -1.05788 2.48465 0.06041  -0.5572
H 0.53835 0.31443 -1.81434  0.3180
H 0.27021 1.98624 -1.21944  0.4042
H 1.75310 1.00300 -1.17080  0.3316
H 0.77410 0.70964 0.86498  0.4602
H -1.05437 -1.54477 0.26961  0.2280
H 0.49765 -1.82312 2.09932  0.3901
H 0.85195 -3.16707 0.79227  0.3680
H 1.92453 -1.67562 1.06669  0.3394
H 0.79610 -2.58381 -1.26313  0.3459
H -1.61092 0.90612 1.18930  0.3209
H -1.81342 0.45142 -0.74618  0.3844
H -0.95695 2.75125 1.04264  0.2835
H -1.91821 2.75849 -0.26688  0.2185